Entry from the Open Molecules 2025 dataset: a structure of composition C33H18Cl2MgN8 (ωB97M-V with the def2-TZVPD basis set).

Summary:
**Multiplicity**: 1
**Calculated total energy**: -76929.713 eV
**Energy above the lowest of the compared OMol25 structures with the same formula, charge and spin**: 0.00 kJ/mol
**LUMO energy (alpha / beta)**: -1.42 / -1.41 eV

CARTESIAN COORDINATES (ANGSTROEM)
Mg  -0.09138  -0.08454  -0.40560
C  0.23420  6.45112  -1.05934
C  0.02423  6.45107  0.32532
C  -0.18950  5.27036  1.01786
C  -0.18843  4.09135  0.28704
C  -0.35732  2.69116  0.68715
N  -0.55464  2.30890  1.93419
C  -0.64248  1.03537  2.32403
C  -0.97110  0.62500  3.68247
C  -1.24763  1.34795  4.83781
C  -1.53775  0.63431  5.98552
C  -1.55878  -0.76912  5.98399
C  -1.29043  -1.48916  4.83499
C  -0.99204  -0.77298  3.68077
C  -0.67703  -1.18991  2.32130
N  -0.63633  -2.46294  1.92595
C  -0.46486  -2.85109  0.67639
N  -0.33412  -2.07120  -0.43429
C  -0.18700  -2.85438  -1.53918
N  -0.02501  -2.46828  -2.79166
C  0.05101  -1.19652  -3.18513
N  0.02917  -0.08571  -2.40271
C  0.12746  1.02827  -3.17442
N  0.13394  2.29954  -2.77072
C  -0.02724  2.68800  -1.51957
N  -0.26103  1.91239  -0.42494
C  0.02247  4.09009  -1.09127
C  0.23641  5.27181  -1.78601
C  0.23274  0.61700  -4.56904
C  0.35310  1.33896  -5.75084
C  0.42426  0.62446  -6.93277
C  0.37448  -0.77751  -6.93972
C  0.25260  -1.49697  -5.76496
C  0.18289  -0.78014  -4.57602
C  -0.23709  -4.25896  -1.12102
C  -0.14760  -5.44802  -1.83095
C  -0.23400  -6.62976  -1.11440
C  -0.40645  -6.62553  0.27566
C  -0.49598  -5.43842  0.98312
C  -0.40915  -4.25583  0.26265
N  -0.45507  -0.07862  1.56782
H  0.39868  7.39324  -1.56620
H  0.03035  7.39222  0.85982
H  -0.35049  5.25713  2.08750
H  -1.23510  2.42964  4.82822
H  -1.75593  1.16221  6.90490
H  -1.79274  -1.29209  6.90232
H  -1.31045  -2.57070  4.82388
H  0.40082  5.26279  -2.85518
H  0.38854  2.42001  -5.73704
H  0.51912  1.15287  -7.87264
H  0.43205  -1.30200  -7.88481
H  0.21148  -2.57791  -5.76227
H  -0.01462  -5.44224  -2.90449
H  -0.16830  -7.57738  -1.63325
H  -0.47092  -7.56913  0.80193
H  -0.63007  -5.42257  2.05637
Cl  3.09283  2.61986  0.35942
C  3.55599  0.98325  0.79476
Cl  2.81082  -0.25390  -0.25460
H  3.23911  0.78113  1.81057
H  4.62737  0.87828  0.67846

List of Mulliken charges in e, atom by atom: atom 1 (Mg): 0.213, atom 2 (C): -0.653, atom 3 (C): -0.642, atom 4 (C): -0.183, atom 5 (C): 0.308, atom 6 (C): -0.235, atom 7 (N): -0.588, atom 8 (C): -0.328, atom 9 (C): 0.330, atom 10 (C): -0.183, atom 11 (C): -0.629, atom 12 (C): -0.656, atom 13 (C): -0.093, atom 14 (C): 0.223, atom 15 (C): -0.234, atom 16 (N): -0.643, atom 17 (C): -0.019, atom 18 (N): -0.122, atom 19 (C): -0.184, atom 20 (N): -0.627, atom 21 (C): -0.241, atom 22 (N): 0.215, atom 23 (C): -0.109, atom 24 (N): -0.617, atom 25 (C): -0.376, atom 26 (N): 0.038, atom 27 (C): 0.458, atom 28 (C): -0.109, atom 29 (C): 0.154, atom 30 (C): -0.141, atom 31 (C): -0.643, atom 32 (C): -0.657, atom 33 (C): -0.086, atom 34 (C): 0.198, atom 35 (C): 0.199, atom 36 (C): -0.079, atom 37 (C): -0.665, atom 38 (C): -0.610, atom 39 (C): -0.152, atom 40 (C): 0.127, atom 41 (N): 0.304, atom 42 (H): 0.401, atom 43 (H): 0.395, atom 44 (H): 0.562, atom 45 (H): 0.562, atom 46 (H): 0.399, atom 47 (H): 0.390, atom 48 (H): 0.547, atom 49 (H): 0.562, atom 50 (H): 0.557, atom 51 (H): 0.398, atom 52 (H): 0.392, atom 53 (H): 0.558, atom 54 (H): 0.555, atom 55 (H): 0.393, atom 56 (H): 0.396, atom 57 (H): 0.547, atom 58 (Cl): -0.085, atom 59 (C): -0.346, atom 60 (Cl): -0.081, atom 61 (H): 0.246, atom 62 (H): 0.389

=====

Entry from the Open Molecules 2025 dataset: an isolated molecule of C9H12O2 at a distorted geometry (ωB97M-V with the def2-TZVPD basis set).

Summary:
**Multiplicity**: 1
**Calculated total energy**: -13613.079 eV
**Energy above the lowest of the compared OMol25 structures with the same formula, charge and spin**: 918.86 kJ/mol
**LUMO energy**: -1.00 eV
**Structure (SMILES)**: CCC(=O)/C=C/C=C\C(C)=O

CARTESIAN COORDINATES (ANGSTROEM)
C  -4.24691  -0.60374  0.37152
C  -2.89002  -0.34135  0.00303
C  -1.84389  -0.42609  0.96236
O  -2.05475  -0.86020  2.12077
C  -0.47696  -0.25054  0.57954
C  0.61838  -0.31529  1.44764
C  2.04395  -0.25423  1.34225
C  2.81365  0.12923  0.29972
C  2.44772  0.53939  -1.12506
C  3.66397  1.13859  -1.93674
O  1.41660  0.40247  -1.57964
H  -4.30393  -1.60375  0.56558
H  -5.01103  -0.50632  -0.38745
H  -4.18201  -0.11752  1.07151
H  -2.96143  -1.04735  -0.94023
H  -2.76487  0.69878  -0.40365
H  -0.07798  -0.05642  -0.60917
H  0.03107  -0.68102  2.39036
H  2.36366  -0.51302  2.19645
H  3.65282  0.45363  0.49725
H  3.54114  0.87616  -3.08358
H  4.61741  1.34384  -1.65701
H  3.60343  1.99473  -2.12546

List of Mulliken charges in e, atom by atom: atom 1 (C): -2.197, atom 2 (C): 0.195, atom 3 (C): 0.528, atom 4 (O): -0.657, atom 5 (C): -0.106, atom 6 (C): -0.151, atom 7 (C): -0.491, atom 8 (C): -0.772, atom 9 (C): 0.756, atom 10 (C): -1.615, atom 11 (O): -0.529, atom 12 (H): 0.438, atom 13 (H): 0.293, atom 14 (H): 0.793, atom 15 (H): 0.249, atom 16 (H): 0.251, atom 17 (H): 0.329, atom 18 (H): 0.267, atom 19 (H): 0.524, atom 20 (H): 0.434, atom 21 (H): 0.309, atom 22 (H): 0.535, atom 23 (H): 0.618

=====

Entry from the Open Molecules 2025 dataset: the ion C5H8N with charge +1 at a distorted geometry (ωB97M-V with the def2-TZVPD basis set).

Summary:
**Multiplicity**: 1
**Calculated total energy**: -6793.065 eV
**Energy above the lowest of the compared OMol25 structures with the same formula, charge and spin**: 484.67 kJ/mol
**Net charge**: +1
**LUMO energy**: -5.23 eV
**Structure (SMILES)**: CC1(C)[C@H]2C=[N+]21

CARTESIAN COORDINATES (ANGSTROEM)
C  -1.24357  1.05397  -0.21950
C  -0.12237  -0.00475  -0.01349
C  -0.60433  -1.50634  -0.07818
C  0.90758  0.48217  0.87855
C  2.21570  -0.01043  0.06677
N  1.28058  0.17678  -0.76179
H  -0.99189  1.75034  -1.07070
H  -1.41149  1.61455  0.67830
H  -2.20834  0.46933  -0.48789
H  -0.88954  -1.63597  -1.16739
H  -1.34208  -1.48605  0.61424
H  0.26719  -2.20480  0.18796
H  0.82480  1.39584  1.38332
H  3.31778  -0.09464  -0.01019

List of Mulliken charges in e, atom by atom: atom 1 (C): -1.275, atom 2 (C): 1.252, atom 3 (C): -1.183, atom 4 (C): -0.510, atom 5 (C): 0.028, atom 6 (N): -0.219, atom 7 (H): 0.369, atom 8 (H): 0.413, atom 9 (H): 0.336, atom 10 (H): 0.348, atom 11 (H): 0.421, atom 12 (H): 0.346, atom 13 (H): 0.315, atom 14 (H): 0.361

=====

Entry from the Open Molecules 2025 dataset: a structure of composition C35H29CaN4OS5Sb2 (ωB97M-V with the def2-TZVPD basis set).

Summary:
**Multiplicity**: 1
**Calculated total energy**: -130467.947 eV
**Net charge**: -1
**LUMO energy**: 2.10 eV

CARTESIAN COORDINATES (ANGSTROEM)
Ca  -1.79929  2.19050  -0.84968
C  -0.86949  -1.43593  1.17560
C  0.22775  -0.99648  2.14394
C  1.05363  0.18692  1.64317
Sb  2.58591  -0.24368  0.18687
C  4.26948  0.20398  1.43436
C  4.22429  0.10313  2.82267
C  5.35720  0.33455  3.59496
C  6.55499  0.67893  2.98706
C  6.61697  0.78096  1.60338
C  5.48596  0.53681  0.83681
C  2.40515  1.64443  -0.79075
C  1.61846  1.67266  -1.94541
C  1.35968  2.86972  -2.60281
C  1.90591  4.05213  -2.11712
C  2.68719  4.03540  -0.97067
C  2.92724  2.84036  -0.30578
Sb  -0.26102  -2.45759  -0.64869
C  -2.15716  -3.40018  -0.92368
C  -3.34583  -2.84138  -0.46012
C  -4.56432  -3.46246  -0.71611
C  -4.60760  -4.64334  -1.44203
C  -3.42864  -5.20570  -1.91431
C  -2.21479  -4.58326  -1.65946
C  0.56716  -4.06523  0.55314
C  -0.23358  -4.81014  1.42128
C  0.31119  -5.80081  2.22668
C  1.67550  -6.06411  2.18018
C  2.48566  -5.33640  1.32195
C  1.93098  -4.34760  0.51451
H  -1.50917  -0.59026  0.90676
H  -1.52891  -2.16057  1.65795
H  0.86650  -1.84800  2.40257
H  -0.25767  -0.69464  3.07904
H  1.54919  0.72105  2.45580
H  0.40504  0.93102  1.17905
H  3.30062  -0.16334  3.32393
H  5.29934  0.24913  4.67330
H  7.43681  0.86634  3.58724
H  7.54818  1.05041  1.11954
H  5.55909  0.62049  -0.24344
H  1.19986  0.75273  -2.34355
H  0.74874  2.86878  -3.49897
H  1.72415  4.98921  -2.62911
H  3.09192  4.95853  -0.57606
H  3.52692  2.84799  0.59800
H  -3.34675  -1.90204  0.08145
H  -5.48045  -3.00472  -0.36442
H  -5.55938  -5.11520  -1.65419
H  -3.45415  -6.12293  -2.49059
H  -1.30380  -5.03513  -2.04028
H  -1.30274  -4.62554  1.46014
H  -0.33043  -6.37013  2.88910
H  2.10280  -6.83503  2.81022
H  3.55011  -5.53513  1.27709
H  2.57801  -3.78430  -0.15015
O  -6.91289  -1.80028  -3.34619
C  -5.98799  -1.19674  -2.85403
S  -4.35985  -1.14512  -3.52940
C  -3.61823  -0.16807  -2.27416
C  -4.41142  0.21984  -1.25693
S  -3.99627  1.12067  0.21635
S  -6.09275  -0.27688  -1.34930
S  -1.87961  0.09412  -2.49543
N  -0.54855  3.60450  0.41701
C  -0.11278  4.67241  0.62843
N  0.43260  5.80716  0.86806
C  -0.26091  6.92671  0.75538
N  -0.80499  7.94780  0.66220
S  -1.92516  6.77775  -2.45017
C  -2.88946  6.50885  -1.06811
C  -3.12725  5.18329  -0.93255
N  -2.54394  4.37945  -1.89131
C  -1.89797  5.10975  -2.75728
H  -3.17908  7.31490  -0.41506
H  -3.70474  4.72394  -0.14263
H  -1.36118  4.69101  -3.59520

List of Mulliken charges in e, atom by atom: atom 1 (Ca): 1.421, atom 2 (C): -0.880, atom 3 (C): -0.818, atom 4 (C): -0.846, atom 5 (Sb): 0.895, atom 6 (C): -0.137, atom 7 (C): -0.016, atom 8 (C): -0.652, atom 9 (C): -0.386, atom 10 (C): -0.554, atom 11 (C): -0.417, atom 12 (C): -0.187, atom 13 (C): -0.778, atom 14 (C): -0.700, atom 15 (C): -0.213, atom 16 (C): -0.760, atom 17 (C): 0.119, atom 18 (Sb): 0.961, atom 19 (C): 0.048, atom 20 (C): 0.079, atom 21 (C): -0.695, atom 22 (C): -0.470, atom 23 (C): -0.597, atom 24 (C): -0.509, atom 25 (C): -0.141, atom 26 (C): -0.019, atom 27 (C): -0.682, atom 28 (C): -0.335, atom 29 (C): -0.630, atom 30 (C): -0.371, atom 31 (H): 0.321, atom 32 (H): 0.600, atom 33 (H): 0.285, atom 34 (H): 0.413, atom 35 (H): 0.692, atom 36 (H): -0.018, atom 37 (H): 0.304, atom 38 (H): 0.366, atom 39 (H): 0.362, atom 40 (H): 0.360, atom 41 (H): 0.351, atom 42 (H): 0.554, atom 43 (H): 0.484, atom 44 (H): 0.389, atom 45 (H): 0.339, atom 46 (H): 0.391, atom 47 (H): 0.177, atom 48 (H): 0.520, atom 49 (H): 0.382, atom 50 (H): 0.368, atom 51 (H): 0.340, atom 52 (H): 0.297, atom 53 (H): 0.378, atom 54 (H): 0.363, atom 55 (H): 0.377, atom 56 (H): 0.399, atom 57 (O): -0.672, atom 58 (C): 0.670, atom 59 (S): -0.164, atom 60 (C): 0.140, atom 61 (C): 0.197, atom 62 (S): -0.577, atom 63 (S): -0.218, atom 64 (S): -0.546, atom 65 (N): -0.884, atom 66 (C): 0.534, atom 67 (N): -0.703, atom 68 (C): 0.551, atom 69 (N): -0.612, atom 70 (S): -0.102, atom 71 (C): -0.275, atom 72 (C): -0.624, atom 73 (N): -0.292, atom 74 (C): -0.240, atom 75 (H): 0.481, atom 76 (H): 0.384, atom 77 (H): 0.430

=====

Entry from the Open Molecules 2025 dataset: a structure of composition C13H12HgO5P at a distorted geometry (ωB97M-V with the def2-TZVPD basis set).

Summary:
**Multiplicity**: 1
**Calculated total energy**: -37365.727 eV
**Energy above the lowest of the compared OMol25 structures with the same formula, charge and spin**: 0.00 kJ/mol
**Net charge**: +1
**LUMO energy**: -4.79 eV

CARTESIAN COORDINATES (ANGSTROEM)
O  -0.03166  2.67391  -2.96919
C  -0.05968  1.81891  -2.22749
Hg  -0.01419  0.02144  -0.22021
O  -0.25994  2.81892  2.14167
C  -0.22860  2.07901  1.27213
C  -0.01658  -1.75420  -1.46224
O  -0.18082  -2.84022  -0.98263
C  3.04479  -0.09767  -0.85794
O  4.15213  -0.34857  -0.75098
C  -3.00814  0.00240  -0.29247
O  -4.10947  -0.26398  -0.40107
H  0.15273  -1.57305  -2.60456
C  -0.79468  -2.09567  2.42659
P  1.02209  -1.95078  2.76658
C  1.85356  -0.24661  2.49585
C  0.67494  -1.65922  4.54656
C  1.74146  -2.10741  5.34960
C  1.62557  -2.00889  6.73699
C  0.50634  -1.39877  7.32303
C  -0.49312  -0.85293  6.49759
C  -0.40133  -0.93041  5.10187
H  -1.02780  -2.43728  1.41355
H  -1.30610  -1.14807  2.62704
H  -1.20928  -2.86013  3.11238
H  1.97358  0.23758  3.48410
H  2.88488  -0.43747  2.11293
H  1.33395  0.47916  1.83190
H  2.66950  -2.45918  4.87523
H  2.44007  -2.34921  7.37461
H  0.40000  -1.30909  8.40849
H  -1.33917  -0.30445  6.90893
H  -1.09416  -0.38896  4.44007

List of Mulliken charges in e, atom by atom: atom 1 (O): -0.115, atom 2 (C): 0.066, atom 3 (Hg): 1.392, atom 4 (O): -0.076, atom 5 (C): 0.112, atom 6 (C): -0.241, atom 7 (O): -0.263, atom 8 (C): 0.117, atom 9 (O): -0.139, atom 10 (C): 0.088, atom 11 (O): -0.124, atom 12 (H): 0.306, atom 13 (C): -1.000, atom 14 (P): -0.009, atom 15 (C): -0.634, atom 16 (C): 0.304, atom 17 (C): -0.227, atom 18 (C): -0.518, atom 19 (C): -0.417, atom 20 (C): -0.621, atom 21 (C): -0.063, atom 22 (H): 0.314, atom 23 (H): 0.201, atom 24 (H): 0.447, atom 25 (H): 0.421, atom 26 (H): 0.120, atom 27 (H): -0.079, atom 28 (H): 0.316, atom 29 (H): 0.364, atom 30 (H): 0.378, atom 31 (H): 0.357, atom 32 (H): 0.225

=====

Entry from the Open Molecules 2025 dataset: the ion C4H5N2 with charge +1 at a distorted geometry (ωB97M-V with the def2-TZVPD basis set).

Summary:
**Multiplicity**: 1
**Calculated total energy**: -7196.471 eV
**Energy above the lowest of the compared OMol25 structures with the same formula, charge and spin**: 393.71 kJ/mol
**Net charge**: +1
**LUMO energy (alpha / beta)**: -6.29 / -6.29 eV

CARTESIAN COORDINATES (ANGSTROEM)
C  0.41241  -0.42566  -1.20515
C  1.27632  0.06598  -0.45405
C  0.23101  0.79998  1.46118
C  -0.63705  -0.43657  -1.99472
N  1.38104  0.59954  0.71713
N  -0.72792  -0.04373  1.56613
H  -1.62243  -0.81077  -1.75543
H  -0.22797  -0.19761  -3.05435
H  2.15314  1.14565  0.99465
H  -1.45901  0.28969  2.17350
H  -0.77954  -0.98649  1.55111

List of Mulliken charges in e, atom by atom: atom 1 (C): 0.172, atom 2 (C): 0.113, atom 3 (C): -0.229, atom 4 (C): -0.337, atom 5 (N): 0.014, atom 6 (N): -0.164, atom 7 (H): 0.308, atom 8 (H): 0.260, atom 9 (H): 0.311, atom 10 (H): 0.315, atom 11 (H): 0.237